One molecule with the formula C9H14N2O3 in a non-equilibrium geometry, computed with ωB97M-V/def2-TZVPD.

Structure (XYZ):
```
28
Properties=species:S:1:pos:R:3:forces:R:3
C -2.044 -0.594 -0.032 1.5769 -0.3665 1.2118
H 0.162 -2.903 -1.327 -1.3694 0.0286 -1.3765
N 2.025 0.701 0.308 1.1865 -1.8829 -0.2835
H 3.563 -0.437 -0.464 0.5350 -0.8264 -2.0239
H 1.852 -3.086 -1.772 1.7514 0.4422 -1.9992
C -3.339 -1.114 0.446 0.7558 -2.5882 0.7149
N 0.828 0.198 0.159 -1.1634 0.7552 1.0071
H 1.965 2.361 1.514 0.4523 0.3233 1.9600
O -2.670 1.661 0.277 -0.3391 -1.2925 0.2523
H 3.094 2.544 0.075 -1.8707 -1.0018 0.9616
C 1.150 -3.059 -1.029 -1.1050 -0.0018 3.4754
H -1.112 -2.556 0.211 0.2145 2.3484 0.2589
C 0.449 -1.027 0.103 1.7105 -0.3594 -1.1633
C -2.068 0.806 -0.505 0.5891 -0.3941 -0.3888
H 3.156 -1.001 1.092 -0.2916 0.9636 -0.2831
C -0.912 -1.410 0.113 -2.7948 -0.8782 -0.5709
C 3.268 -0.085 0.464 -0.3176 -0.7611 1.5050
H -2.808 2.759 -1.403 0.5667 0.5623 0.3228
H 4.156 0.437 0.838 -0.7780 0.6684 0.1901
H 1.276 2.613 0.056 -0.1624 -0.1969 -0.6875
H -4.115 -0.411 0.415 -1.5000 1.3074 -0.1159
H -3.921 3.262 -0.196 -0.1576 0.0289 0.7604
C 2.103 2.084 0.514 1.4172 2.3687 -1.7908
O -3.571 -2.230 0.916 0.6005 1.3093 -0.8190
C -2.897 2.941 -0.322 0.4390 -0.1778 -0.9249
H -2.145 3.602 0.127 -0.4432 0.1738 -0.4569
O 1.405 -2.027 -0.046 0.3336 -0.5588 0.0716
H 1.152 -4.031 -0.533 0.1640 0.0065 0.1925
```
Forces are in eV/Å.

As for the spin multiplicity: 1. Its total energy is -18675.7373 eV. The charge is 0.


One molecule with the formula C9H14N2O5 in a non-equilibrium geometry, computed with ωB97M-V/def2-TZVPD.

Structure (XYZ):
```
30
Properties=species:S:1:pos:R:3:forces:R:3
H -2.332 0.654 3.782 0.6083 -0.0238 0.9124
H 3.908 0.965 -2.409 0.6600 -0.1805 0.0364
H 1.457 1.747 -1.847 1.1242 1.4498 -1.2617
O -1.549 -2.170 -1.285 -2.0480 0.1718 -0.8168
C 3.274 0.915 -1.531 0.4481 -0.7936 -1.1675
O 0.306 2.416 -0.646 -0.2341 -1.6547 -0.5793
C 0.123 1.186 -0.588 1.9245 0.9239 0.4596
H 0.454 -0.583 -1.702 -0.1566 -0.3115 -0.2655
H 1.916 -0.253 0.849 0.2713 0.4665 0.9914
C -3.043 0.353 2.086 -2.4877 1.7176 -0.5450
C 2.074 -0.651 -0.123 -2.2110 -0.8653 -1.9118
H 1.826 -1.768 -0.107 0.2016 1.5405 0.0412
H 3.512 -1.171 -1.511 0.0500 -0.8606 -1.1705
H -2.303 -1.679 2.086 0.1385 0.0493 0.2078
C 1.065 0.146 -1.190 1.1719 -1.1574 1.5033
H -3.935 -0.417 -0.289 0.7145 0.2478 0.3195
C -1.912 -0.681 1.886 -0.7528 1.0672 -1.6791
O -3.928 0.681 1.270 2.6096 -1.4058 1.6995
O -3.466 -0.903 -0.997 1.1969 -1.1122 -0.2568
C -2.218 -1.344 -0.709 2.8522 0.4384 1.6653
H -1.670 1.323 0.049 -1.4837 1.4466 0.4404
C 3.397 -0.405 -0.795 -0.7841 0.7027 -0.2790
O -3.087 0.996 3.318 0.0195 -1.1662 -2.2499
H -1.093 -0.404 2.500 0.5805 -0.0426 1.1823
H -0.247 -1.185 0.619 -1.9350 0.1492 -0.9395
C -1.254 -0.657 0.459 -0.8831 0.1748 -0.1889
N -0.910 0.715 0.073 -1.8054 -2.0394 1.5081
H 4.235 -0.521 -0.195 1.5610 0.1870 1.5214
N 1.940 0.884 -2.053 -1.6143 0.0723 -0.4160
H 3.461 1.812 -1.000 0.2632 0.8085 1.2388
```
Forces are in eV/Å.

As for the spin multiplicity: 1. As for the SMILES: O=C(O)C[C@H](NC(=O)[C@@H]1CCCN1)C(=O)O. Its total energy is -22776.7757 eV. The charge is 0.


A 2-piece molecular cluster, C9H14N2OS overall in a non-equilibrium geometry, computed with ωB97M-V/def2-TZVPD.

Structure (XYZ):
```
27
Properties=species:S:1:pos:R:3:forces:R:3
C 1.847 1.393 -3.996 -2.7341 0.9581 -0.3216
H -1.456 2.808 -3.447 0.0067 -0.1193 -0.2251
C -1.468 -1.729 3.812 0.6259 0.0666 -2.0324
H -1.275 -4.642 2.056 0.2520 -0.0018 0.4119
H 2.128 1.144 1.016 -0.0578 -1.2103 0.4123
N 1.237 1.513 -2.710 1.7125 -1.9845 1.5955
H -1.968 -1.446 4.693 -0.1756 0.6881 0.9605
H -1.028 3.877 -2.038 0.3284 -1.2138 -1.3224
O -0.780 0.867 0.583 1.2858 -0.2099 -0.4340
C -1.068 -3.612 2.328 1.7008 -0.2130 -3.0212
H 0.060 1.818 -1.222 -0.5569 0.5012 0.9464
N 1.690 0.330 1.502 -1.7132 0.4549 -1.3020
C -0.396 -2.795 1.388 -0.9205 0.0491 -0.1493
S 0.285 -0.172 0.428 -0.6619 -0.2118 2.8264
C -1.428 -3.067 3.488 -1.5416 -1.3946 3.6300
C -0.986 -0.900 2.820 0.8227 1.2153 -0.3997
H 2.290 -0.490 1.605 0.1690 0.4140 -0.2645
H 1.153 1.910 -4.675 0.7739 0.2882 -0.7899
C -0.618 3.209 -2.893 0.5971 1.1353 2.7558
H -1.743 -3.762 4.285 -0.2448 0.3130 -0.5013
H -0.082 -3.237 0.420 0.0003 0.6160 0.7643
C 0.295 2.150 -2.203 -1.0351 0.7456 -2.1593
H -0.954 0.189 2.773 -0.4135 -0.1319 0.7512
H 2.831 1.815 -3.948 0.5263 0.0376 -0.3235
H 0.003 3.914 -3.442 -0.1316 -0.2458 -0.5743
H 1.807 0.348 -4.312 0.5188 0.0621 0.2919
C -0.374 -1.431 1.690 0.8663 -0.6089 -1.5259
```
Forces are in eV/Å.

As for the spin multiplicity: 1. Its total energy is -25419.8356 eV. The charge is 0.


C9H14N2PReS as an isolated structure in a non-equilibrium geometry, computed with ωB97M-V/def2-TZVPD.

Structure (XYZ):
```
28
Properties=species:S:1:pos:R:3:forces:R:3
H -2.737 1.408 0.206 0.1948 0.4052 0.1006
H 3.148 0.308 0.152 -0.1883 -0.2271 0.0281
H -1.353 4.088 2.050 0.0651 -0.1031 -0.0367
C 0.132 -3.085 -2.177 -1.0356 -1.3825 -0.5444
C -0.651 3.432 1.561 0.2147 -0.3355 -0.3265
C 0.837 -3.479 -0.980 0.1171 -0.6962 -0.3418
H 1.346 3.673 2.485 -0.0058 -0.0116 0.0326
C -2.366 2.416 -0.035 -0.2684 0.0011 -0.2658
H 2.020 1.897 0.768 -0.3543 0.3966 -0.1136
H -3.026 3.182 0.386 0.1777 -0.2512 -0.1413
N -1.020 2.618 0.489 0.5590 -0.2381 0.2110
H 1.768 -4.032 -0.951 -0.0967 0.2845 0.0460
P 2.282 -0.781 0.447 0.1725 -0.6205 0.0926
H 3.277 -1.718 0.836 -0.2581 0.2084 -0.1252
C 0.672 3.231 1.775 -0.2849 -0.1254 -0.2414
H 0.257 -3.208 1.199 -0.0575 -0.2892 -0.0819
C -1.152 -2.549 -1.775 -0.7955 -1.6686 -0.1195
Re 0.438 -1.411 -0.986 4.0294 6.0406 0.7643
C -1.216 -2.582 -0.341 -1.4879 -1.0835 -0.2325
S 0.106 0.960 -1.376 0.0634 0.1143 -0.4501
H -2.330 2.495 -1.126 -0.0904 0.1219 0.2389
C 0.056 1.935 0.041 -0.1991 0.3739 0.6787
H -2.024 -2.193 0.267 0.0416 -0.1331 -0.1392
C 0.002 -3.122 0.153 -0.4129 -0.9052 0.6156
H -1.926 -2.211 -2.450 0.0888 0.1259 0.1249
H 0.496 -3.171 -3.193 -0.1678 -0.1391 0.1563
N 1.092 2.305 0.831 -0.2928 -0.0333 0.0040
H 1.870 -0.408 1.743 0.2716 0.1706 0.0664
```
Forces are in eV/Å.

As for the spin multiplicity: 4. Its total energy is -34785.6043 eV. The charge is +1.


An isolated ion of composition C9H14N3 and charge +1 in a non-equilibrium geometry, computed with ωB97M-V/def2-TZVPD.

Structure (XYZ):
```
26
Properties=species:S:1:pos:R:3:forces:R:3
H -0.469 -1.597 -2.177 0.6888 0.3509 -2.1088
C -0.894 -1.743 0.353 0.0606 -1.4946 0.1114
C 0.025 -0.846 -2.898 1.3250 -1.0573 1.2107
C -0.036 0.355 -2.023 0.0210 1.3081 -0.0273
N 0.445 -0.230 1.732 -1.0894 2.8262 -1.2122
H 1.131 -1.132 -3.089 -1.8205 0.1565 0.3435
H -0.539 -2.641 -0.291 -1.0358 1.3196 1.3963
C -0.178 1.686 -0.236 0.0993 -0.7501 2.6714
N -0.136 2.035 1.197 -0.3467 0.1049 -2.8019
C 0.055 0.390 -0.597 0.0487 0.3036 -0.2103
H 0.298 -1.875 3.099 -0.2621 0.0356 -0.7159
H 1.863 -1.628 2.330 0.2377 -0.1897 -0.6462
H 1.294 -0.613 3.550 0.3036 0.8302 0.6797
H -0.452 -0.700 -3.880 -0.0720 -0.2864 0.6462
H -1.143 -2.011 1.415 0.2952 -0.3856 -1.1458
C 0.231 -0.723 0.387 2.8102 -2.1391 -1.6171
C 0.976 -1.126 2.675 0.2477 -1.2205 2.1241
H 0.161 1.350 3.162 0.3798 -0.8685 -2.5934
H 1.252 -1.362 0.172 -2.2278 1.6588 0.2106
H -0.444 2.147 -3.321 -0.0362 -0.3968 -0.5636
H -0.780 3.371 -1.240 -0.5046 1.8893 -0.4260
N -0.453 2.462 -1.312 1.2722 -1.7076 2.0867
H -1.814 -1.318 -0.045 0.0603 -0.0152 -0.2474
H -0.279 3.057 1.402 0.3161 -1.9474 0.6817
C 0.177 1.033 2.016 -0.1570 1.7306 3.7474
C -0.291 1.658 -2.381 -0.6141 -0.0557 -1.5940
```
Forces are in eV/Å.

As for the spin multiplicity: 1. As for the SMILES: Cc1c[nH]c2c1[C@H](C)N(C)C=[NH+]2. Its total energy is -14022.9690 eV. The charge is +1.